Formula: C7H16NO3P
Source: the Open Molecules 2025 dataset
Level of theory: ωB97M-V with the def2-TZVPD basis set

- spin multiplicity = 1
- orbital gap (eV) = 7.111
- total charge = 0
- relative energy (zero: lowest compared OMol25 entry of this formula, charge and spin) (eV) = 6.413

The geometry in XYZ format:
```
28
C7H16NO3P | the Open Molecules 2025 dataset | ωB97M-V with the def2-TZVPD basis set
C 1.33793 -0.48213 2.72679
C -0.34464 -1.27189 -0.85812
C -2.58766 -0.85500 -0.46219
C -1.56293 0.11532 -2.48199
C 1.69558 0.77648 1.98497
C -0.79913 0.93578 -0.43256
C 2.13640 0.39293 0.49933
N -1.31000 -0.22722 -1.08065
O 2.40066 -1.21196 3.06484
O 0.29806 -0.65436 3.23048
O 3.02622 -0.40702 0.34421
P 1.40105 1.38811 -0.87778
H 0.59151 -0.92380 -1.21832
H -0.03919 -1.33637 0.33381
H -0.34345 -2.32486 -1.28820
H -3.29105 -0.03374 -0.12521
H -3.09959 -1.61261 -1.10379
H -2.32607 -1.35458 0.41002
H -2.40859 0.99533 -2.43443
H -0.64045 0.41362 -2.93201
H -1.96002 -0.71815 -3.05036
H 2.52501 1.22849 2.34873
H 0.83046 1.45088 2.11659
H -1.12272 0.80304 0.67261
H -1.42602 1.76262 -0.70300
H 3.14033 -1.11556 2.46173
H 2.83868 1.75608 -0.93877
H 1.03960 2.51058 -0.20672
```



Formula: C7H16NO3PS
Source: the Open Molecules 2025 dataset
Level of theory: ωB97M-V with the def2-TZVPD basis set

- spin multiplicity = 3
- orbital gap (alpha / beta) (eV) = 3.449 / 5.113
- total charge = 0
- ⟨S²⟩ = 2.009
- relative energy (zero: lowest compared OMol25 entry of this formula, charge and spin) (eV) = 0.272

The geometry in XYZ format:
```
29
C7H16NO3PS | the Open Molecules 2025 dataset | ωB97M-V with the def2-TZVPD basis set
C 0.73491 -2.30293 -2.12140
C -2.81539 2.26089 0.75694
C 2.35541 1.19381 2.46737
C -0.28037 -4.54827 -3.04437
C 0.45374 -1.42501 0.51797
C -2.01420 1.70268 -0.43714
C 1.29902 2.06435 1.87599
N 1.19299 -1.30190 -2.50823
O 1.19201 1.00360 -0.67611
O -1.26963 0.51399 -0.15622
O 0.17417 1.36271 1.49372
P 0.19436 0.23998 0.32431
S 0.28383 -3.72754 -1.46803
H -2.21429 2.48190 1.72761
H -3.26924 3.14216 0.35056
H -3.65814 1.50555 0.94159
H 2.15533 0.84050 3.40040
H 2.41719 0.47410 1.69048
H 3.38883 1.80203 2.60660
H -1.00388 -5.24378 -2.72456
H 0.51086 -5.01004 -3.48707
H -0.69751 -3.84389 -3.64800
H -0.32985 -1.82014 1.10984
H 1.40011 -1.41730 0.90480
H -1.39768 2.44166 -0.76506
H -2.81554 1.59252 -1.09355
H 1.78737 2.60051 1.03355
H 0.95142 2.85229 2.46745
H 1.27414 0.56557 -1.53943
```



Formula: C7H16NS
Source: the Open Molecules 2025 dataset
Level of theory: ωB97M-V with the def2-TZVPD basis set

- spin multiplicity = 1
- orbital gap (alpha / beta) (eV) = 8.450 / 8.451
- total charge = +1
- relative energy (zero: lowest compared OMol25 entry of this formula, charge and spin) (eV) = 5.785

The geometry in XYZ format:
```
25
C7H16NS | the Open Molecules 2025 dataset | ωB97M-V with the def2-TZVPD basis set
C -2.45999 -0.90891 1.45959
C -2.35121 -0.18030 0.40059
C -3.05892 0.10398 -0.88328
C 2.76872 -0.08675 0.87486
C 1.00229 -1.26099 -1.28895
C 2.25343 0.77497 -0.30596
C -0.07195 0.52774 0.26506
N 0.89565 0.19348 -0.79132
S -0.27307 2.35181 0.47007
H -1.80335 -1.09890 2.22138
H -3.35114 -1.44271 1.57630
H -3.07484 -0.70332 -1.67845
H -4.10588 0.23767 -0.49171
H -2.82384 1.07410 -1.18169
H 2.82876 0.71502 1.68351
H 2.01182 -0.88477 0.98999
H 3.85663 -0.41755 0.76358
H 1.65300 -1.28911 -2.13071
H 1.34890 -1.85736 -0.49053
H -0.01195 -1.62693 -1.42998
H 3.05413 0.68042 -1.09221
H 2.16888 1.83162 -0.01075
H 0.19081 0.22006 1.31613
H 0.50971 0.80588 -1.57710
H -1.15660 2.24085 1.33159
```



Formula: C7H16O
Source: the Open Molecules 2025 dataset
Level of theory: ωB97M-V with the def2-TZVPD basis set

- spin multiplicity = 1
- orbital gap (eV) = 10.629
- total charge = 0
- relative energy (zero: lowest compared OMol25 entry of this formula, charge and spin) (eV) = 0.527

The geometry in XYZ format:
```
24
C7H16O | the Open Molecules 2025 dataset | ωB97M-V with the def2-TZVPD basis set
C 0.00866 -0.69911 -0.38059
C -0.01943 0.92808 0.03709
C 0.96311 1.02599 1.15917
C -0.09121 -1.66255 0.80182
C -1.18865 -0.93562 -1.30517
C 1.28597 -0.99065 -1.17099
C -1.39096 1.44159 0.44227
O 1.14312 2.51542 1.40399
H 1.59807 2.89256 0.64164
H 0.34710 1.46636 -0.84318
H 1.94622 0.60659 0.93075
H 0.56320 0.66513 2.10488
H -0.19926 -2.68527 0.43838
H 0.80677 -1.64236 1.41507
H -0.95136 -1.43095 1.42621
H -2.12979 -0.85452 -0.76719
H -1.13935 -1.93976 -1.72791
H -1.19701 -0.22335 -2.12837
H 1.27575 -2.01832 -1.53504
H 1.36922 -0.33209 -2.03433
H 2.17817 -0.87577 -0.55938
H -1.27765 2.44854 0.84011
H -1.83123 0.81834 1.21714
H -2.06945 1.48171 -0.40637
```



Formula: C7H16O
Source: the Open Molecules 2025 dataset
Level of theory: ωB97M-V with the def2-TZVPD basis set

- spin multiplicity = 1
- orbital gap (eV) = 10.764
- total charge = 0
- relative energy (zero: lowest compared OMol25 entry of this formula, charge and spin) (eV) = 0.083

The geometry in XYZ format:
```
24
C7H16O | the Open Molecules 2025 dataset | ωB97M-V with the def2-TZVPD basis set
C 0.83602 -0.24079 -0.81881
C -0.10963 0.33620 0.37628
C -1.25990 -0.61720 0.62254
C 2.05940 0.65955 -0.99397
C 0.09493 -0.31173 -2.15971
C -2.45869 0.13439 1.35767
C 0.69675 0.54733 1.65266
O 1.34246 -1.51776 -0.47075
H 0.60633 -2.13652 -0.42069
H -0.49935 1.29291 0.01672
H -0.93712 -1.44506 1.25644
H -1.67734 -1.01919 -0.30087
H 2.71920 0.57123 -0.13676
H 0.75651 -0.72342 -2.92113
H -0.77801 -0.95995 -2.11396
H 1.75659 1.69533 -1.12188
H 2.62103 0.34799 -1.87287
H -0.22236 0.68075 -2.46912
H 0.04324 0.81127 2.48067
H -3.28693 -0.55879 1.48691
H -2.80519 0.97593 0.76174
H -2.14878 0.49475 2.33493
H 1.42260 1.34786 1.53857
H 1.22822 -0.36508 1.91539
```



Formula: C7H16O
Source: the Open Molecules 2025 dataset
Level of theory: ωB97M-V with the def2-TZVPD basis set

- spin multiplicity = 1
- orbital gap (eV) = 10.099
- total charge = 0
- relative energy (zero: lowest compared OMol25 entry of this formula, charge and spin) (eV) = 1.522

The geometry in XYZ format:
```
24
C7H16O | the Open Molecules 2025 dataset | ωB97M-V with the def2-TZVPD basis set
C 0.30980 -2.17445 1.48141
C -0.50313 -1.11562 2.15195
C -0.73577 0.15930 1.35755
C -1.45911 -0.10982 0.01972
C -1.68651 1.15813 -0.81387
C -0.79500 1.23184 -2.03039
C -0.51928 2.32059 -2.73605
H 0.95224 -2.82556 2.05855
H -0.22949 -2.80081 0.74503
H 1.06528 -1.58850 0.87331
H -0.09848 -0.88238 3.15481
H -1.45714 -1.56866 2.51140
H 0.25914 0.59510 1.14274
H -1.28625 0.79893 2.05219
H -0.90695 -0.85024 -0.53099
H -2.41967 -0.53491 0.34087
H -2.70382 1.13294 -1.17791
H -1.57951 2.05734 -0.20413
H -0.40840 0.24262 -2.30025
H -0.70551 3.33076 -2.37635
H -0.02930 2.19876 -3.68386
H 4.59851 -0.88203 -0.78930
H 5.56553 0.04072 -0.34871
O 4.77281 0.06595 -0.89774
```



Formula: C7H16O2
Source: the Open Molecules 2025 dataset
Level of theory: ωB97M-V with the def2-TZVPD basis set

- spin multiplicity = 1
- orbital gap (eV) = 10.217
- total charge = 0
- relative energy (zero: lowest compared OMol25 entry of this formula, charge and spin) (eV) = 1.610

The geometry in XYZ format:
```
25
C7H16O2 | the Open Molecules 2025 dataset | ωB97M-V with the def2-TZVPD basis set
C 1.50856 0.99663 -0.13469
C -0.73616 1.10127 -1.56623
C 1.92028 0.61693 1.28446
C 2.10542 0.04053 -1.15868
C -0.08619 1.26538 -0.21462
O -0.58920 2.00718 0.63205
H 1.91994 1.99131 -0.34521
H -0.67592 2.04140 -2.11980
H -0.28088 0.30688 -2.15623
H -1.78734 0.84004 -1.40767
H 1.65382 -0.95438 -1.09050
H 1.97526 0.41613 -2.17798
H 1.45249 1.27893 2.01981
H 3.00832 0.64395 1.40216
H 1.61074 -0.40868 1.51246
H 3.18518 -0.07041 -1.01031
C -1.12033 -1.35834 0.85424
C -2.59898 -1.15544 1.08490
O -0.86505 -2.11341 -0.31853
H -1.53432 -1.87920 -0.98096
H -0.65794 -1.87427 1.70028
H -0.45683 -0.39507 0.78058
H -3.08496 -2.11254 1.29763
H -2.77585 -0.47280 1.91964
H -3.09009 -0.75201 0.19316
```



Formula: C7H16O3
Source: the Open Molecules 2025 dataset
Level of theory: ωB97M-V with the def2-TZVPD basis set

- spin multiplicity = 1
- orbital gap (eV) = 9.902
- total charge = 0
- relative energy (zero: lowest compared OMol25 entry of this formula, charge and spin) (eV) = 1.273

The geometry in XYZ format:
```
26
C7H16O3 | the Open Molecules 2025 dataset | ωB97M-V with the def2-TZVPD basis set
C -2.27867 1.02702 0.06324
C 0.24148 0.77114 0.22814
C -0.93045 -0.12328 0.29305
C 1.69413 -0.19903 0.45976
C -1.06310 -1.22935 -0.73509
C 2.25699 -0.75496 -0.83830
C 1.62755 -1.24330 1.56332
O -2.01250 2.30824 0.60435
O -2.57708 1.19331 -1.30253
O 0.34747 1.48272 -0.97696
H -1.72419 1.22296 -1.77073
H -2.80635 2.84312 0.43093
H -0.00848 2.37219 -0.79509
H -3.16433 0.60820 0.55148
H 0.27644 1.45823 1.07772
H -1.05574 -0.50155 1.30964
H 2.37863 0.59231 0.78968
H -0.47427 -2.10597 -0.45679
H -2.10496 -1.55853 -0.80145
H -0.75193 -0.90182 -1.72971
H 2.63116 -1.60979 1.81668
H 2.35223 0.02603 -1.59856
H 3.26432 -1.16363 -0.68113
H 1.64474 -1.56209 -1.24681
H 1.19306 -0.83294 2.47986
H 1.04387 -2.11928 1.26531
```



Question: Which formula does entry 7 have?
Answer: C7H16O2